{"formula": "C15H23BF6I2N4O6P", "method": "ωB97M-V with the def2-TZVPD basis set", "species": ["C", "C", "C", "N", "N", "B", "N", "O", "C", "P", "O", "I", "N", "C", "I", "C", "C", "H", "H", "H", "H", "H", "H", "H", "H", "H", "H", "H", "H", "H", "C", "C", "O", "C", "O", "C", "F", "F", "F", "H", "H", "H", "H", "H", "C", "C", "O", "C", "O", "C", "F", "F", "F", "H", "H", "H", "H", "H"], "coordinates": [[0.892, 1.149, 3.081], [1.290, 1.525, 1.857], [0.279, 1.855, 0.893], [-0.887, 2.335, 1.205], [-1.573, 2.567, 0.079], [-2.981, 3.181, 0.084], [-4.126, 2.597, 0.716], [-3.091, 4.377, -0.509], [-0.825, 2.230, -0.989], [-1.126, 2.309, -2.810], [-2.605, 2.966, -2.938], [-1.449, -0.006, -3.543], [0.330, 1.784, -0.502], [1.478, 1.346, -1.290], [2.003, -0.684, -0.786], [2.683, 2.288, -1.129], [2.340, 3.782, -1.121], [-0.039, 0.608, 3.176], [1.466, 1.395, 3.961], [2.344, 1.589, 1.644], [-4.447, 1.731, 0.301], [-4.048, 2.504, 1.721], [-2.233, 4.720, -0.783], [-2.562, 3.518, -3.731], [1.239, 1.299, -2.344], [3.329, 2.100, -1.982], [3.252, 2.005, -0.251], [3.012, 4.289, -0.433], [1.333, 4.022, -0.784], [2.495, 4.251, -2.087], [-3.509, -2.083, 8.039], [-3.613, -0.835, 7.191], [-2.633, -0.836, 6.129], [-2.921, -1.575, 5.072], [-3.900, -2.234, 4.903], [-1.801, -1.438, 4.029], [-0.588, -1.559, 4.577], [-1.849, -0.223, 3.433], [-1.903, -2.351, 3.075], [-2.496, -2.198, 8.426], [-4.203, -2.029, 8.876], [-3.740, -2.976, 7.458], [-3.396, 0.047, 7.790], [-4.612, -0.711, 6.774], [1.634, -2.631, -4.272], [2.272, -3.998, -4.409], [2.889, -4.155, -5.696], [4.074, -3.577, -5.842], [4.656, -2.947, -5.010], [4.625, -3.864, -7.246], [3.695, -3.656, -8.183], [5.023, -5.137, -7.335], [5.664, -3.085, -7.516], [0.927, -2.458, -5.085], [1.107, -2.549, -3.321], [2.384, -1.842, -4.320], [1.515, -4.776, -4.343], [3.000, -4.182, -3.619]], "charge": 1, "gap_ev": 8.21, "e_lumo_ev": -4.28, "max_force_ha_per_bohr": 0.0349}